# 1
ORCA calculation (ωB97M-V/def2-TZVPD) on 2 unconnected molecules or ions with the total composition C3H7O2S in a non-equilibrium geometry.

XYZ file:
```
13
Properties=species:S:1:pos:R:3
C -2.161 -0.407 -0.664
S -1.298 -1.880 -0.022
C 0.399 -1.216 0.043
H -2.075 -0.375 -1.753
H -1.739 0.466 -0.155
H -3.206 -0.580 -0.428
H 0.893 -1.050 -0.906
H 0.279 -0.304 0.582
H 0.989 -1.934 0.611
O 2.250 0.944 0.400
C 1.757 2.078 0.153
O 0.593 2.446 0.339
H 2.471 2.758 -0.383
```

Properties
lowest unoccupied orbital energy: 3.3 eV
gap between HOMO and LUMO: 7.41 eV
multiplicity: 1
relative energy (zero: lowest compared OMol25 entry of this formula, charge and spin): 62.9 kJ/mol
charge: -1

---

# 2
ORCA calculation (ωB97M-V/def2-TZVPD) on a molecular structure, C15H22N4O4S2Se2W.

XYZ file:
```
50
Properties=species:S:1:pos:R:3
W 0.601 0.329 -0.249
O -2.311 -3.013 3.202
C -1.736 -2.059 3.946
C -1.967 -2.105 5.321
C -1.408 -1.160 6.150
C -0.601 -0.136 5.640
C -0.367 -0.077 4.292
C -0.927 -1.031 3.419
C -0.675 -0.945 2.007
O 0.077 0.106 1.553
N -1.094 -1.776 1.117
N -0.712 -1.378 -0.152
C -1.190 -2.124 -1.114
S -2.121 -3.535 -0.789
C -2.624 -3.787 -2.516
C -1.503 -3.316 -3.418
S -0.922 -1.713 -2.777
H -2.084 -2.896 2.265
H -2.590 -2.900 5.706
H -1.597 -1.214 7.214
H -0.166 0.597 6.304
H 0.259 0.704 3.882
H -3.546 -3.235 -2.692
H -2.814 -4.851 -2.647
H -1.844 -3.155 -4.440
H -0.661 -4.005 -3.418
C 3.312 2.800 0.060
Se 1.653 2.425 1.001
C 0.608 3.946 0.326
C -0.027 3.686 -1.020
Se -1.117 2.062 -0.894
C -1.546 1.848 -2.773
H 3.730 3.700 0.503
H 3.129 2.922 -1.002
H 3.980 1.962 0.245
H 1.297 4.788 0.281
H -0.135 4.159 1.094
H 0.705 3.529 -1.811
H -0.703 4.494 -1.300
H -2.083 2.742 -3.082
H -2.188 0.977 -2.862
H -0.627 1.720 -3.338
N 3.682 0.744 -3.795
N 3.226 -0.251 -2.927
C 2.291 0.023 -2.049
O 1.869 -0.895 -1.215
O 1.696 1.144 -1.893
H 3.494 0.474 -4.753
H 4.679 0.872 -3.667
H 3.598 -1.195 -2.934
```

Properties
lowest unoccupied orbital energy (alpha / beta): -7.3 / -7.2 eV
gap between HOMO and LUMO (alpha / beta): 5.88 / 5.92 eV
multiplicity: 1
relative energy (zero: lowest compared OMol25 entry of this formula, charge and spin): 0.0 kJ/mol
charge: +2

---

# 3
ORCA calculation (ωB97M-V/def2-TZVPD) on a molecular structure, H2OTl in a non-equilibrium geometry.

XYZ file:
```
4
Properties=species:S:1:pos:R:3
Tl -0.845 -0.998 2.056
O 0.054 0.289 -0.371
H 0.743 0.940 -0.511
H 0.049 -0.231 -1.174
```

Properties
lowest unoccupied orbital energy: -26.2 eV
gap between HOMO and LUMO: 5.45 eV
multiplicity: 1
relative energy (zero: lowest compared OMol25 entry of this formula, charge and spin): 126.5 kJ/mol
charge: +3

---

# 4
ORCA calculation (ωB97M-V/def2-TZVPD) on C2H3BrN2 in the gas phase in a non-equilibrium geometry.

XYZ file:
```
8
Properties=species:S:1:pos:R:3
C 0.313 -1.101 -0.084
C -0.948 -0.044 0.440
N 0.979 0.085 -0.292
N -0.035 0.942 0.080
Br -2.747 0.011 -0.059
H 0.744 -1.962 0.389
H 1.939 0.290 -0.019
H -0.244 1.779 -0.455
```

Properties
lowest unoccupied orbital energy: 0.7 eV
gap between HOMO and LUMO: 8.20 eV
multiplicity: 1
relative energy (zero: lowest compared OMol25 entry of this formula, charge and spin): 244.0 kJ/mol

---

# 5
ORCA calculation (ωB97M-V/def2-TZVPD) on 13 unconnected molecules or ions with the total composition C5H36N2O13 in a non-equilibrium geometry.

XYZ file:
```
56
Properties=species:S:1:pos:R:3
C -0.250 1.470 0.651
N 0.679 0.828 1.771
C 1.826 1.704 2.068
N 2.860 1.732 1.037
C -1.210 0.402 0.009
C -0.561 -0.840 -0.578
C -1.321 -1.123 -1.924
O -1.189 -0.468 -2.910
H 0.456 1.848 -0.131
H -0.696 2.377 1.126
H 0.876 -0.095 1.317
H 1.632 2.801 2.255
H 2.304 1.327 3.076
H 2.433 1.783 0.147
H 3.394 0.805 1.176
H -1.792 1.137 -0.635
H -1.856 0.039 0.811
H 0.379 -0.479 -0.970
H -0.855 -1.634 0.093
H -1.814 -2.096 -1.840
H 0.241 4.265 -0.836
H 0.452 3.003 -1.958
O 0.085 3.376 -1.048
H 2.370 -2.931 -1.543
H 0.851 -3.310 -1.465
O 1.592 -2.822 -1.783
H -3.419 -0.603 -0.250
H -4.414 -1.810 -0.577
O -3.469 -1.543 -0.651
H 0.441 -4.587 1.270
H -0.787 -4.190 0.414
O 0.229 -4.131 0.458
H 1.342 1.449 -3.314
H 0.001 1.681 -3.588
O 0.757 2.093 -3.392
H 3.132 -1.362 1.358
H 4.016 -1.722 0.342
O 3.456 -2.175 1.067
H -0.928 0.388 2.831
H -1.970 0.919 3.817
O -1.829 0.097 3.302
H -3.477 2.868 -1.159
H -2.048 3.002 -0.854
O -2.897 3.121 -0.453
H 3.555 -0.026 -1.615
H 4.776 -0.303 -0.632
O 3.861 -0.274 -0.722
H -1.559 -2.515 3.110
H -2.694 -3.184 2.151
O -1.978 -3.356 2.869
H 1.891 -0.904 -2.068
H 1.328 -0.341 -3.231
O 2.054 -0.155 -2.635
H -3.124 1.039 1.948
H -3.329 2.025 0.851
O -3.800 1.397 1.438
```

Properties
lowest unoccupied orbital energy: 0.2 eV
gap between HOMO and LUMO: 9.14 eV
multiplicity: 1
relative energy (zero: lowest compared OMol25 entry of this formula, charge and spin): 771.4 kJ/mol

---

# 6
ORCA calculation (ωB97M-V/def2-TZVPD) on a gas-phase ion, C5H15N2 (charge +1) in a non-equilibrium geometry.

XYZ file:
```
22
Properties=species:S:1:pos:R:3
C -0.982 0.638 0.889
N -2.025 -0.303 0.596
C -2.665 -0.260 -0.710
C 0.184 0.377 -0.151
N 1.155 1.499 0.032
C 2.427 -1.040 -0.321
C 1.008 -0.891 0.283
H -1.419 1.600 0.638
H -0.654 0.648 1.940
H -2.223 -1.162 1.112
H -3.047 0.703 -0.904
H -3.516 -0.863 -0.796
H -2.249 -0.770 -1.500
H -0.040 0.310 -1.229
H 0.633 2.443 -0.146
H 1.827 1.391 -0.695
H 1.735 1.551 0.850
H 2.463 -2.144 -0.244
H 3.332 -0.634 0.347
H 2.681 -0.590 -1.428
H 0.351 -1.776 0.093
H 1.027 -0.726 1.344
```

Properties
lowest unoccupied orbital energy: -3.5 eV
gap between HOMO and LUMO: 8.66 eV
multiplicity: 1
relative energy (zero: lowest compared OMol25 entry of this formula, charge and spin): 257.9 kJ/mol
charge: +1